{"formula": "C3H3N3O", "method": "ωB97M-V/def2-TZVPD", "elements": ["O", "N", "N", "N", "C", "C", "C", "H", "H", "H"], "xyz": [[-2.644, 0.185, -0.023], [-0.215, 0.820, 0.243], [0.399, -1.349, 0.116], [-1.824, -0.853, -0.036], [1.436, -0.603, -0.021], [1.112, 0.817, -0.057], [-0.583, -0.565, 0.173], [1.818, 1.682, -0.130], [2.423, -0.982, -0.194], [-1.923, 0.848, -0.071]], "e_above_lowest_kj_mol": 368.2, "homo_ev": -10.0, "total_charge": 0, "e_lumo_ha": -0.0619, "multiplicity": 1}

***

{"formula": "C3H3N3O", "method": "ωB97M-V/def2-TZVPD", "elements": ["O", "N", "N", "N", "C", "C", "C", "H", "H", "H"], "xyz": [[2.896, -0.529, -0.394], [0.041, 0.351, 0.167], [-0.702, 1.381, -0.141], [-1.914, 0.943, -0.390], [-1.920, -0.400, -0.214], [-0.702, -0.771, 0.216], [2.403, 0.314, 0.202], [2.897, 1.316, 0.520], [-0.108, -1.700, 0.296], [-2.891, -0.905, -0.262]], "e_above_lowest_kj_mol": 256.2, "homo_ev": [-7.0, -10.6], "total_charge": 0, "e_lumo_ha": [0.0306, -0.1496], "multiplicity": 3}